{
  "formula": "C37H66IN11O4P2S2",
  "method": "ωB97M-V/def2-TZVPD",
  "e_homo_ev": -6.6,
  "fmax_ev_per_a": 9.836,
  "e_lumo_ev": -0.5601,
  "species": ["C", "C", "C", "C", "N", "C", "C", "C", "C", "O", "P", "O", "O", "C", "C", "C", "I", "O", "P", "C", "C", "C", "S", "S", "C", "C", "C", "H", "H", "H", "H", "H", "H", "H", "H", "H", "H", "H", "H", "H", "H", "H", "H", "H", "H", "H", "H", "H", "H", "H", "H", "H", "H", "H", "H", "H", "H", "H", "H", "H", "H", "H", "H", "C", "C", "N", "H", "H", "H", "C", "C", "N", "H", "H", "H", "C", "C", "N", "H", "H", "H", "C", "C", "N", "H", "H", "H", "C", "C", "N", "H", "H", "H", "C", "C", "N", "H", "H", "H", "C", "C", "N", "H", "H", "H", "C", "C", "N", "H", "H", "H", "C", "C", "N", "H", "H", "H", "C", "C", "N", "H", "H", "H"],
  "xyz": [[-2.168939, 2.443401, 1.862929], [-0.764483, 1.986889, 1.418310], [-0.582614, 2.021591, -0.103442], [-1.229375, 0.858289, -0.863368], [-0.450567, -0.362522, -1.107743], [0.952461, -0.206118, -1.468245], [1.311391, -1.181616, -2.623231], [2.163306, -2.365966, -2.117232], [3.271493, -2.723091, -3.085562], [4.146003, -1.581961, -3.249868], [5.391461, -1.821534, -4.192372], [5.930899, -0.543710, -4.646641], [6.380361, -2.668241, -3.278127], [7.771043, -2.363906, -3.410365], [8.329890, -1.537329, -2.231200], [8.789242, -0.124456, -2.661350], [6.954749, -1.438899, -0.583602], [4.820060, -2.690142, -5.415997], [5.913951, -3.505652, -6.422249], [7.091735, -2.335783, -7.195242], [6.832376, -4.816018, -5.505429], [-0.712882, -1.441474, -0.249180], [-1.610292, -2.673730, -0.797002], [-0.059857, -1.554317, 1.425358], [-1.616338, -1.440340, 2.371381], [-1.397574, -1.665636, 3.853726], [-0.664591, -0.489825, 4.543327], [-2.536797, 1.875546, 2.714583], [-2.876568, 2.458394, 1.033788], [-2.100556, 3.468822, 2.221748], [-0.081170, 2.740532, 1.812927], [-0.460213, 1.051035, 1.871642], [0.472658, 2.187277, -0.310702], [-1.092439, 2.930774, -0.434392], [-2.124230, 0.570262, -0.308408], [-1.603676, 1.226531, -1.820969], [1.095756, 0.790649, -1.873690], [1.655746, -0.356742, -0.645601], [0.384094, -1.539951, -3.062248], [1.841594, -0.649645, -3.410269], [1.503689, -3.233256, -2.067573], [2.540352, -2.188222, -1.112446], [2.796225, -3.013433, -4.018342], [3.843658, -3.546297, -2.655340], [8.033067, -1.872098, -4.341295], [8.291242, -3.319414, -3.410073], [9.214214, -2.038871, -1.859442], [8.564097, 0.048046, -3.708756], [9.870836, -0.065955, -2.549296], [8.371637, 0.645896, -2.025928], [6.571793, -1.854154, -8.015267], [7.922067, -2.924428, -7.582845], [7.493656, -1.557583, -6.546404], [6.442091, -4.915613, -4.496564], [7.873690, -4.503758, -5.398045], [6.831439, -5.749650, -6.051505], [-2.234592, -2.257094, 1.999458], [-2.144561, -0.516387, 2.145746], [-0.955291, -2.627096, 4.095955], [-2.398997, -1.677464, 4.288999], [-1.378553, 0.192605, 4.978222], [-0.088069, 0.084522, 3.819463], [0.020697, -0.887066, 5.284207], [-4.843818, -3.117735, -2.246439], [-5.831484, -2.702058, -3.243311], [-6.643616, -2.337986, -4.070313], [-5.333827, -3.288290, -1.280774], [-4.341676, -4.036082, -2.554401], [-4.096456, -2.329050, -2.126396], [1.168594, 6.032135, 1.464061], [0.056465, 5.793815, 2.373471], [-0.817528, 5.600431, 3.090173], [2.038849, 6.360459, 2.028063], [1.412684, 5.113984, 0.933055], [0.897037, 6.801595, 0.744441], [-3.360390, 5.438656, 5.220137], [-4.414261, 6.377053, 5.579072], [-5.234419, 7.126951, 5.869046], [-2.953263, 4.978131, 6.120217], [-3.761300, 4.662167, 4.572248], [-2.558519, 5.957875, 4.699100], [-5.840645, 3.103364, 0.679309], [-5.451214, 3.461664, 2.035575], [-5.140645, 3.742732, 3.102464], [-5.435759, 3.829584, -0.022725], [-5.453626, 2.115453, 0.435849], [-6.925843, 3.093956, 0.599112], [-4.071612, 2.048620, 6.424841], [-2.699268, 1.725897, 6.790925], [-1.614070, 1.455383, 7.047187], [-4.737395, 1.233299, 6.699767], [-4.384897, 2.952701, 6.943081], [-4.128692, 2.215530, 5.349766], [5.652035, 0.504510, 2.363413], [4.486387, 1.336674, 2.638699], [3.571580, 1.995272, 2.852602], [6.527763, 0.915893, 2.860742], [5.479115, -0.506994, 2.726504], [5.834328, 0.472633, 1.291187], [-8.533703, 1.259071, -2.787868], [-7.920636, -0.000154, -3.191886], [-7.438844, -0.999356, -3.507591], [-7.789174, 2.054426, -2.796440], [-9.335280, 1.513325, -3.477664], [-8.943367, 1.164219, -1.783726], [-2.305241, 9.000250, 7.007525], [-0.965034, 8.863091, 6.448846], [0.088043, 8.754070, 6.006732], [-2.504731, 8.183122, 7.697281], [-2.387782, 9.944735, 7.541201], [-3.043212, 8.976027, 6.208495], [-2.300471, -6.195207, -4.570054], [-3.423936, -6.289479, -3.647913], [-4.311788, -6.351228, -2.923560], [-2.387414, -5.285421, -5.160764], [-1.366827, -6.171580, -4.011319], [-2.297226, -7.055610, -5.235731], [-2.820714, -7.203642, 0.226552], [-1.415106, -7.492433, 0.484387], [-0.308393, -7.721565, 0.682652], [-3.427976, -8.072334, 0.471906], [-3.142884, -6.360806, 0.834557], [-2.962754, -6.957457, -0.823325]],
  "forces_ev_per_angstrom": [[0.5, 0.2, 0.1], [0.0, 0.9, 0.0], [-0.3, 0.0, 0.6], [-0.1, 0.2, 0.1], [0.5, 0.5, 0.8], [-0.1, -0.3, -1.4], [0.4, -0.1, 0.8], [-0.5, 0.1, -0.7], [-0.5, -0.1, 1.2], [-0.2, -1.0, -0.6], [-1.1, 2.0, 0.1], [0.7, 0.1, -0.1], [0.0, -0.2, -1.0], [0.7, -0.7, 1.0], [0.1, 0.7, -0.6], [0.2, -0.4, 0.3], [0.3, -0.2, -0.1], [1.7, -0.4, 1.2], [-1.8, -1.6, -2.6], [0.2, 0.4, 1.2], [0.9, 1.5, 0.7], [-0.6, -0.7, -0.3], [-0.2, -0.1, 0.0], [0.5, 0.6, 0.1], [-0.3, -1.2, -0.4], [-0.3, 1.2, 0.4], [0.1, -0.6, -0.7], [-0.3, -0.2, -0.1], [-0.2, -0.3, 0.1], [-0.1, 0.1, 0.0], [0.2, -0.1, 0.2], [0.0, -0.2, -0.2], [0.1, -0.3, -0.3], [0.0, 0.1, -0.2], [-0.1, -0.1, 0.0], [0.2, -0.1, -0.2], [-0.1, 0.3, 0.3], [-0.1, 0.2, 0.3], [-0.1, 0.0, 0.0], [0.2, 0.1, 0.1], [0.1, -0.2, 0.2], [0.2, 0.1, 0.0], [0.4, 0.0, -0.3], [0.1, -0.2, -0.3], [-0.4, 0.2, -0.1], [-0.1, -0.2, 0.0], [-0.2, -0.3, 0.3], [-0.3, 0.2, 0.0], [0.1, 0.0, 0.0], [-0.2, 0.2, -0.2], [-0.1, 0.0, -0.1], [-0.1, -0.2, -0.1], [0.1, 0.1, 0.0], [-0.2, -0.3, 0.0], [0.1, -0.1, 0.1], [-0.4, 0.0, -0.1], [-0.1, 0.0, -0.1], [0.2, 0.3, 0.2], [0.2, -0.1, -0.3], [-0.1, -0.3, 0.0], [0.0, 0.1, 0.3], [0.2, 0.0, 0.0], [0.0, 0.3, 0.3], [-0.4, 0.3, 0.1], [-1.7, -0.2, -3.4], [6.7, -7.2, 0.5], [0.2, 0.0, 0.0], [0.0, 0.2, 0.2], [0.0, 0.0, 0.1], [0.0, 0.0, 0.0], [0.0, 0.0, 0.0], [0.0, 0.0, -0.1], [0.0, 0.0, 0.0], [0.0, 0.0, 0.0], [0.0, 0.0, 0.0], [0.1, 0.0, 0.1], [0.0, 0.0, 0.0], [0.0, 0.0, 0.0], [0.0, 0.1, 0.0], [0.0, 0.1, 0.0], [0.0, -0.1, 0.0], [0.0, 0.0, 0.0], [0.0, 0.0, 0.0], [-0.1, -0.1, 0.0], [0.0, 0.0, 0.0], [0.0, 0.0, 0.0], [0.0, 0.0, 0.0], [0.0, 0.1, 0.0], [0.0, -0.1, 0.0], [0.0, 0.1, 0.1], [0.0, 0.0, 0.0], [-0.1, 0.0, 0.0], [-0.1, 0.0, 0.0], [-0.1, 0.0, 0.0], [0.0, 0.0, 0.0], [0.0, 0.0, -0.1], [0.0, 0.0, 0.0], [0.0, 0.0, 0.0], [0.0, 0.0, 0.0], [0.1, 0.1, 0.0], [0.0, 0.2, 0.0], [-4.8, 6.8, 2.7], [0.0, 0.0, 0.0], [0.0, 0.0, 0.0], [0.0, 0.0, 0.0], [0.0, 0.0, 0.0], [0.0, 0.0, 0.0], [0.0, 0.0, 0.0], [0.0, 0.0, 0.0], [0.0, 0.0, 0.0], [-0.1, 0.0, 0.0], [0.0, 0.0, 0.0], [0.0, 0.0, 0.0], [0.1, -0.2, 0.0], [0.0, 0.0, 0.0], [0.0, 0.0, 0.0], [0.0, 0.0, 0.0], [0.0, 0.0, 0.0], [0.0, 0.0, 0.0], [0.0, 0.0, 0.0], [0.0, 0.0, 0.0], [0.0, 0.0, 0.0], [-0.1, 0.0, 0.0]]
}

{
  "formula": "C28H34F3IrN3OS3Sb",
  "method": "ωB97M-V/def2-TZVPD",
  "e_homo_ev": -12.2,
  "fmax_ev_per_a": 0.647,
  "e_lumo_ev": -7.6321,
  "charge": 2,
  "de_lowest_kj_mol": 259.3,
  "species": ["Ir", "S", "C", "N", "C", "C", "N", "C", "C", "C", "C", "C", "C", "C", "C", "S", "C", "C", "C", "C", "C", "C", "C", "H", "H", "H", "H", "H", "H", "H", "H", "H", "H", "H", "H", "H", "H", "H", "H", "H", "H", "F", "C", "F", "F", "C", "C", "C", "C", "N", "C", "S", "H", "H", "H", "C", "O", "H", "H", "H", "H", "C", "Sb", "C", "C", "H", "H", "H", "H", "H", "H", "H", "H", "H"],
  "xyz": [[0.259718, -0.882325, -0.679361], [-1.673307, 0.394826, -0.786114], [-1.743932, 1.059604, 0.805460], [-2.853866, 1.526255, 1.294396], [-2.900013, 2.011038, 2.685983], [-1.641120, 2.776960, 2.965302], [-0.490169, 1.908672, 2.679290], [0.640361, 2.020808, 3.625775], [0.266277, 1.411338, 4.954944], [-0.104557, 0.071078, 5.036463], [-0.449057, -0.480271, 6.259807], [-0.419623, 0.302327, 7.407869], [-0.048783, 1.635573, 7.330308], [0.288808, 2.192091, 6.103581], [-0.518961, 1.080872, 1.667446], [0.816013, 0.079780, 1.297704], [-4.123299, 1.648420, 0.536307], [-4.377015, 3.098143, 0.207043], [-5.450707, 3.762962, 0.786931], [-5.686579, 5.097682, 0.486463], [-4.845578, 5.769491, -0.387300], [-3.768434, 5.108824, -0.966016], [-3.534532, 3.775535, -0.671757], [-3.000357, 1.147717, 3.348523], [-3.775030, 2.648627, 2.785230], [-1.588838, 3.062884, 4.013753], [-1.570906, 3.672756, 2.342467], [0.837603, 3.087907, 3.739681], [1.517965, 1.564045, 3.175778], [-0.109784, -0.550154, 4.146823], [-0.730172, -1.522876, 6.323691], [-0.682159, -0.131302, 8.363163], [-0.019929, 2.245058, 8.223113], [0.583217, 3.233844, 6.046768], [-4.904399, 1.261643, 1.191821], [-4.063671, 1.011738, -0.341180], [-6.117755, 3.236101, 1.460218], [-6.529814, 5.608423, 0.930806], [-5.032593, 6.807483, -0.626342], [-3.119551, 5.631868, -1.655374], [-2.703363, 3.260837, -1.142242], [4.924003, -2.008815, -2.754769], [5.128979, -2.327567, -1.466964], [5.569018, -1.219902, -0.851036], [6.086101, -3.249328, -1.408197], [3.858027, -2.807737, -0.811413], [3.812984, -3.936433, -0.010181], [2.649801, -4.263527, 0.681746], [1.540194, -3.455755, 0.551182], [1.573004, -2.400978, -0.268129], [2.700266, -2.056527, -0.922896], [2.296759, -0.548102, -1.699527], [4.699303, -4.548049, 0.095885], [2.613644, -5.129689, 1.325099], [0.611645, -3.646399, 1.071623], [-0.363234, -1.118356, -3.764083], [-0.324705, -1.832591, -2.494192], [-0.590449, -1.837436, -4.546579], [0.626553, -0.706669, -3.924192], [-1.111933, -0.327134, -3.730224], [-1.177876, -2.268855, -2.376086], [1.205605, -3.576817, -6.349518], [2.652927, -2.997876, -4.856920], [4.101578, -4.470444, -5.425541], [3.486866, -1.383687, -6.004133], [1.705891, -3.900834, -7.260875], [0.553427, -2.740848, -6.605582], [0.592206, -4.397763, -5.978939], [4.306196, -4.404075, -6.492633], [3.718778, -5.464635, -5.198294], [5.029392, -4.321965, -4.874531], [3.883373, -1.759231, -6.945963], [4.290073, -0.898586, -5.450849], [2.719496, -0.639673, -6.220511]],
  "forces_ev_per_angstrom": [[-0.5, -0.3, 0.3], [0.3, 0.2, 0.1], [-0.4, -0.1, -0.3], [0.2, -0.1, 0.0], [0.0, 0.1, 0.0], [0.0, 0.0, 0.0], [-0.1, -0.1, -0.1], [0.0, 0.1, 0.0], [0.0, 0.0, 0.0], [0.0, 0.0, 0.0], [0.0, 0.0, 0.0], [0.0, 0.0, 0.0], [0.0, 0.0, 0.0], [0.0, 0.0, 0.0], [0.6, 0.0, 0.2], [-0.2, 0.2, 0.0], [-0.1, 0.0, 0.1], [0.0, 0.0, 0.0], [0.0, 0.0, 0.0], [0.0, 0.0, 0.0], [0.0, 0.0, 0.0], [0.0, 0.0, 0.0], [0.0, 0.0, 0.0], [0.0, 0.0, 0.0], [0.0, 0.0, 0.0], [0.0, 0.0, 0.0], [0.0, 0.0, 0.0], [0.0, 0.0, 0.0], [0.0, 0.0, 0.0], [0.0, 0.0, 0.0], [0.0, 0.0, 0.0], [0.0, 0.0, 0.0], [0.0, 0.0, 0.0], [0.0, 0.0, 0.0], [0.0, 0.0, 0.0], [0.0, 0.0, 0.0], [0.0, 0.0, 0.0], [0.0, 0.0, 0.0], [0.0, 0.0, 0.0], [0.0, 0.0, 0.0], [0.0, 0.0, 0.0], [0.0, 0.0, 0.1], [0.0, 0.0, 0.0], [0.0, 0.0, 0.0], [0.0, 0.0, 0.0], [0.0, 0.0, 0.0], [0.0, 0.1, 0.0], [0.0, 0.0, 0.0], [-0.1, -0.2, -0.1], [0.5, 0.2, -0.3], [-0.4, 0.0, 0.2], [0.2, 0.2, 0.1], [0.0, 0.0, 0.0], [0.0, 0.0, 0.0], [0.0, 0.0, 0.0], [0.0, 0.0, -0.1], [-0.2, -0.1, -0.1], [0.0, 0.0, 0.0], [0.0, 0.0, 0.0], [0.0, 0.0, 0.0], [0.1, -0.2, -0.1], [0.0, 0.0, 0.0], [-0.1, -0.2, -0.3], [0.0, 0.0, 0.1], [0.0, 0.0, 0.1], [0.1, 0.0, 0.0], [0.0, 0.0, 0.0], [0.0, 0.0, 0.0], [0.0, 0.0, 0.0], [0.0, 0.0, 0.0], [0.0, 0.0, 0.0], [0.0, 0.0, 0.0], [0.0, 0.0, 0.0], [0.0, 0.0, 0.0]]
}

{
  "formula": "C5H16N3",
  "method": "ωB97M-V/def2-TZVPD",
  "e_homo_ev": -14.5,
  "fmax_ev_per_a": 3.492,
  "e_lumo_ev": -3.0112,
  "charge": 1,
  "de_lowest_kj_mol": 89.5,
  "species": ["C", "C", "C", "N", "N", "N", "H", "H", "H", "H", "H", "H", "H", "H", "H", "H", "C", "C", "H", "H", "H", "H", "H", "H"],
  "xyz": [[-0.044768, 1.221964, 1.085710], [0.619246, 0.920850, 2.439901], [-1.685451, -0.040731, -0.404755], [-1.284913, 0.394464, 0.799727], [-1.285293, 0.629238, -1.487550], [-2.656635, -0.979802, -0.557934], [-0.406113, 2.242430, 0.883929], [0.606681, 0.984597, 0.255266], [0.839475, -0.132090, 2.677690], [0.016983, 1.412467, 3.216897], [-1.905866, 0.208224, 1.634350], [-0.598188, 1.327677, -1.309922], [-1.524495, 0.388341, -2.430914], [-2.735839, -1.709444, 0.132128], [-2.859894, -1.276821, -1.556620], [1.661996, 1.293560, 2.375025], [2.902623, -0.313270, -0.490240], [2.712428, -1.657037, -1.254524], [2.624743, 0.544849, -1.151020], [2.281318, -0.280339, 0.372539], [4.014897, -0.115646, -0.320557], [1.644339, -1.693878, -1.390554], [3.247370, -1.793999, -2.180889], [3.001553, -2.471580, -0.535010]],
  "forces_ev_per_angstrom": [[-1.2, -0.7, -1.2], [0.3, 0.5, -0.5], [-1.1, 0.7, 0.2], [-0.6, -1.1, 1.6], [0.4, -0.4, 0.7], [0.5, -0.1, -1.6], [0.6, 0.1, 0.9], [0.5, -0.1, 0.0], [-0.9, 0.1, -0.4], [0.6, -0.3, 0.1], [1.1, -0.1, -1.6], [0.2, 0.6, -0.5], [0.1, -0.2, -0.1], [-0.1, 0.0, 0.1], [0.2, 0.5, 2.0], [-0.8, 0.5, 0.3], [2.4, 0.6, -2.5], [0.0, 0.1, 2.3], [-0.1, -0.5, 0.4], [0.0, -0.1, 0.9], [-1.6, -0.3, 0.4], [-0.5, -0.6, -0.5], [0.1, 0.3, -0.2], [-0.3, 0.5, -0.9]]
}

no.,gap between HOMO and LUMO (Eh)
1,0.22041
2,0.16740
3,0.42340